112
Properties=species:S:1:pos:R:3:forces:R:3 method="wB97M-V/def2-TZVPD" fmax_ev_per_a=2.3 homo_lumo_gap_ev=8.8089 smiles="C[N+](=O)[O-].C[N+](=O)[O-].C[N+](=O)[O-].C[N+](=O)[O-].Fc1ccccc1.Fc1ccccc1.Fc1ccccc1.Fc1ccccc1.Fc1ccccc1.Fc1ccccc1.Fc1ccccc1"
C 12.585 13.679 19.282 -0.213 -0.533 0.239
N 13.816 14.489 19.225 1.512 1.057 -0.655
O 14.732 14.027 18.519 -1.317 0.624 1.156
O 13.861 15.590 19.776 -0.200 -1.523 -0.537
H 12.168 13.708 18.269 -0.061 -0.076 0.401
H 11.910 13.996 20.069 0.027 0.652 -0.251
H 12.871 12.668 19.549 0.233 -0.201 -0.406
C 12.439 8.564 17.668 -0.695 0.353 -0.223
N 12.661 10.005 18.059 0.102 -1.241 0.751
O 12.367 10.885 17.278 0.260 -0.026 0.447
O 13.094 10.138 19.202 -0.219 0.678 -0.955
H 11.999 8.552 16.690 -0.024 0.138 -0.517
H 11.687 8.170 18.356 0.464 0.010 0.173
H 13.380 8.028 17.664 -0.016 0.120 0.372
C 14.106 13.931 15.531 -0.164 -0.989 0.396
N 14.085 13.870 14.055 -0.211 0.527 -0.824
O 13.623 12.874 13.534 0.146 0.081 0.154
O 14.485 14.841 13.419 -0.023 -0.382 0.604
H 15.122 14.117 15.885 -0.291 0.106 -0.162
H 13.745 12.950 15.842 0.353 0.058 0.152
H 13.381 14.655 15.879 0.157 0.493 -0.262
C 16.013 14.332 10.642 0.281 -0.221 0.337
N 17.209 13.585 11.219 0.004 0.085 0.148
O 16.878 12.599 11.881 0.828 0.743 -0.636
O 18.362 13.983 11.042 -1.753 -0.605 0.195
H 15.286 14.340 11.467 0.319 0.303 -0.400
H 15.589 13.711 9.851 0.254 0.024 -0.008
H 16.310 15.316 10.274 0.057 -0.293 0.208
F 14.709 9.361 16.288 -0.505 -0.920 0.347
C 15.718 10.208 16.108 0.879 1.662 -0.386
C 15.963 11.196 17.067 -0.083 -0.518 -0.720
C 16.892 12.177 16.759 0.704 0.155 -0.357
C 17.606 12.142 15.545 -0.752 -0.403 0.263
C 17.328 11.163 14.602 -0.294 -0.070 0.565
C 16.373 10.199 14.889 -0.134 -0.133 -0.070
H 15.396 11.204 17.983 -0.088 0.081 0.179
H 17.055 12.994 17.460 0.042 -0.195 -0.081
H 18.338 12.867 15.273 0.347 0.625 0.211
H 17.784 11.171 13.626 0.188 0.035 0.000
H 16.108 9.488 14.122 -0.139 -0.269 0.081
F 20.684 17.475 16.740 0.998 0.589 0.063
C 19.381 17.271 16.712 -1.652 -1.290 -0.010
C 18.521 17.939 17.574 0.875 0.054 -0.021
C 17.166 17.633 17.594 0.016 -0.386 -0.356
C 16.639 16.641 16.754 0.734 0.186 0.712
C 17.537 15.946 15.956 -0.621 0.134 -0.496
C 18.890 16.250 15.915 -0.019 -0.422 -0.863
H 19.025 18.627 18.250 -0.525 0.153 0.028
H 16.528 18.135 18.295 -0.220 0.211 0.187
H 15.594 16.351 16.818 0.141 0.204 -0.111
H 17.158 15.190 15.270 0.113 -0.016 0.169
H 19.482 15.668 15.189 0.118 0.560 0.670
F 11.365 14.987 14.042 0.458 -0.652 0.476
C 10.917 15.971 13.262 -0.705 0.021 0.268
C 11.729 16.508 12.313 0.744 0.021 -0.286
C 11.231 17.548 11.540 1.183 0.485 -0.515
C 9.960 18.011 11.730 -1.262 0.965 -0.095
C 9.140 17.415 12.683 -0.557 0.211 -0.457
C 9.621 16.397 13.460 -0.107 -0.016 0.010
H 12.745 16.135 12.227 -0.081 0.078 -0.117
H 11.896 18.043 10.821 -0.340 -0.310 0.251
H 9.554 18.880 11.190 0.406 -0.570 0.020
H 8.085 17.686 12.772 0.434 0.193 0.073
H 8.980 15.960 14.191 -0.105 -0.455 0.453
F 10.940 8.327 14.611 -0.050 0.244 0.531
C 11.726 8.507 13.539 -0.169 -1.118 -0.821
C 12.780 9.360 13.538 1.261 0.976 0.746
C 13.597 9.444 12.403 0.286 -0.253 -0.493
C 13.330 8.651 11.269 0.836 1.380 0.979
C 12.219 7.845 11.314 0.508 -1.222 -1.763
C 11.482 7.699 12.446 -1.374 0.086 0.540
H 13.046 9.867 14.475 -0.197 0.117 -0.573
H 14.475 10.109 12.396 -0.526 -0.339 0.166
H 14.031 8.674 10.428 -0.535 0.032 0.195
H 11.992 7.227 10.435 0.004 0.217 0.471
H 10.657 7.002 12.482 -0.075 -0.007 0.022
F 12.173 14.642 6.753 0.110 -0.040 -0.219
C 12.480 13.902 7.833 -1.080 1.116 1.388
C 12.022 14.319 9.084 0.306 -0.396 0.104
C 12.369 13.526 10.183 -0.715 1.426 0.154
C 13.152 12.406 10.104 0.623 -1.244 -0.201
C 13.543 11.977 8.820 -0.573 0.867 0.477
C 13.186 12.751 7.708 0.922 -1.052 -0.091
H 11.435 15.224 9.254 0.160 -0.309 -0.352
H 11.989 13.854 11.143 0.138 -0.099 0.113
H 13.430 11.897 11.054 -0.246 0.224 -1.067
H 14.088 11.068 8.649 0.255 -0.206 0.120
H 13.513 12.480 6.725 0.088 -0.278 -0.370
F 10.565 11.868 12.185 -0.299 0.062 0.749
C 9.813 11.528 13.267 -0.433 -0.814 0.375
C 8.609 10.860 13.053 0.370 0.213 -0.609
C 7.896 10.414 14.163 -0.575 -0.379 -0.926
C 8.342 10.586 15.436 1.507 1.349 1.166
C 9.525 11.322 15.665 -0.046 -0.926 -0.802
C 10.285 11.732 14.573 0.152 0.596 -0.634
H 8.262 10.655 12.020 0.263 0.243 0.828
H 6.964 9.894 14.010 -0.138 -0.154 -0.146
H 7.849 10.225 16.317 -0.547 -0.270 0.016
H 9.916 11.419 16.672 -0.069 0.183 -0.165
H 11.243 12.239 14.674 -0.137 -0.120 0.133
F 13.060 16.970 16.196 0.505 -0.561 -0.011
C 12.111 17.898 16.322 -0.751 0.444 -0.154
C 11.358 17.937 17.479 0.726 0.048 0.998
C 10.388 18.898 17.692 -0.449 0.501 -0.812
C 10.106 19.809 16.672 -0.225 0.303 0.401
C 10.868 19.706 15.527 -0.322 0.310 -0.823
C 11.856 18.769 15.287 -0.285 -0.385 -0.019
H 11.673 17.321 18.309 -0.111 -0.369 -0.007
H 9.823 18.944 18.604 0.017 -0.159 0.350
H 9.319 20.603 16.739 0.858 -0.950 0.097
H 10.646 20.340 14.704 -0.231 0.632 -0.515
H 12.262 18.652 14.282 0.266 0.123 0.473